{
  "formula": "C9H14NS",
  "method": "ωB97M-V with the def2-TZVPD basis set",
  "charge": 1,
  "e_above_lowest_kcal_mol": 54.8,
  "symbols": ["H", "H", "H", "H", "H", "H", "H", "C", "H", "S", "H", "H", "C", "N", "H", "H", "H", "H", "C", "C", "C", "C", "C", "C", "C"],
  "coordinates": [[-0.084890, 3.298656, 0.230785], [-1.389051, 2.690692, 1.269708], [-2.759202, -2.998581, 0.118682], [4.318495, -1.487708, -0.206261], [3.437464, 0.400420, 1.314610], [3.037679, -2.601110, -0.841810], [0.154765, 1.555506, -2.237305], [-2.816596, -1.972539, 0.151676], [3.328663, -0.983703, -1.481493], [-1.356052, -1.340531, -0.448146], [1.212200, -1.187192, 0.146652], [-3.570712, 1.162791, 0.764482], [2.449709, 0.263299, 0.914530], [0.185131, 1.095496, -1.322903], [-4.643499, -1.108871, 1.197923], [0.989645, 1.364158, -0.835961], [0.170888, 0.074249, -1.477051], [1.789700, 0.978616, 1.361925], [-3.604424, -1.030989, 0.746772], [-0.726247, 2.487194, 0.362497], [3.309415, -1.574058, -0.588507], [-0.861714, 1.319949, -0.183289], [2.235449, -0.909735, 0.296301], [-3.032205, 0.282035, 0.655815], [-1.774600, 0.221966, 0.090363]],
  "atomic_forces_ev_per_a": [[1.22, 0.80, -1.00], [0.81, -0.42, -1.33], [-1.00, -2.22, 0.05], [0.09, -0.22, 0.43], [0.78, 0.58, -0.61], [0.28, 0.11, 0.10], [-0.72, 0.26, 0.34], [0.36, 1.43, 0.43], [-0.11, 0.16, -0.82], [-0.24, 0.03, 0.47], [-0.44, -0.51, -0.27], [-0.70, 1.47, 0.75], [1.00, -1.29, 0.86], [-2.19, -1.64, 0.26], [1.62, -0.52, -0.69], [2.32, 0.07, 0.49], [0.65, 0.46, -0.24], [-1.03, -0.26, 0.15], [-1.37, 0.87, 0.28], [-2.68, 0.69, 3.79], [-1.04, -0.14, 1.17], [0.42, 0.11, -2.16], [0.60, 1.59, -0.94], [1.40, -2.27, -1.10], [-0.04, 0.86, -0.42]]
}



{
  "formula": "C26H64B3NO23S6",
  "method": "ωB97M-V with the def2-TZVPD basis set",
  "symbols": ["O", "H", "O", "N", "C", "C", "H", "C", "C", "C", "H", "H", "O", "O", "H", "H", "H", "H", "H", "H", "H", "O", "H", "H", "O", "H", "C", "C", "H", "C", "H", "H", "H", "C", "C", "H", "C", "C", "H", "B", "H", "S", "H", "O", "H", "H", "S", "H", "H", "O", "H", "H", "H", "O", "O", "C", "O", "H", "O", "C", "S", "H", "O", "H", "H", "H", "H", "C", "O", "O", "C", "B", "H", "H", "H", "H", "H", "O", "C", "H", "H", "H", "O", "S", "C", "H", "O", "C", "B", "H", "H", "H", "H", "S", "O", "C", "H", "H", "H", "S", "H", "C", "H", "H", "H", "C", "H", "H", "H", "H", "H", "O", "C", "C", "C", "C", "H", "H", "O", "O", "H", "H", "O"],
  "coordinates": [[-2.579483, 1.161220, -3.567624], [-1.183342, -8.761047, 4.058540], [2.139894, 7.048003, 6.296792], [-4.598139, -2.264719, -0.231135], [4.414005, 0.394208, 3.016075], [-2.113351, -8.200705, 4.016861], [0.119716, 0.286940, -1.875038], [-1.293949, 3.275484, -0.777102], [4.946332, -0.645343, 2.056855], [5.081728, 0.096431, -14.082934], [-6.681891, -7.140337, 5.787331], [0.611793, 7.507843, 4.148615], [3.295920, 3.651350, -5.575519], [-1.339892, 4.829914, 1.676220], [2.968764, 1.845154, -7.590965], [-8.260838, -2.190751, 1.806820], [-7.367826, -3.510026, 0.989682], [5.943737, -0.372753, 1.712589], [5.181971, 6.900547, 7.782221], [-5.879864, 0.258803, -0.285449], [6.970778, 3.473535, -11.203549], [4.017617, 1.354148, -5.021345], [5.002559, -1.605495, 2.570823], [-0.713091, 1.402652, 0.070089], [-2.669760, 0.134536, -1.456128], [6.902856, 2.333631, -9.817354], [-0.387631, 2.035576, -0.761258], [3.604044, 3.895394, 1.500398], [2.460284, 0.208498, -5.776286], [-4.521823, -1.219589, 0.487102], [-3.574764, -7.649817, 7.839238], [4.089369, -0.454968, -5.889889], [3.362073, 0.218525, -8.155563], [0.437765, 6.501168, 4.519413], [-8.107922, -3.266412, 1.747992], [-4.912237, -0.850273, 2.555262], [5.795497, -0.157343, -12.774918], [3.935638, 3.006821, -3.123328], [-5.648370, -5.622522, 4.073323], [-3.902038, 1.507303, -3.425220], [-8.281581, -6.843450, 5.070760], [-7.482973, -3.762162, 3.313213], [-1.803272, 2.800403, 3.458847], [-4.407537, 1.579726, -2.142301], [5.163935, -0.682192, -12.058002], [-3.662300, -10.142074, 8.012786], [5.202559, 1.949938, -11.384675], [4.819444, 6.198192, 6.197967], [4.647849, 1.305626, -7.628983], [1.791220, 2.133259, -4.349892], [2.907190, 5.789340, 7.753427], [3.447566, 3.905881, -2.751947], [-0.721396, 4.207664, -0.736217], [2.985679, 5.962698, 4.252975], [4.474859, 1.107968, -10.480557], [-7.290392, -6.422138, 5.239894], [-4.267766, -7.834581, 5.466423], [4.663078, 7.939394, 6.442750], [-6.148500, -3.262208, 3.473791], [-1.644754, 3.691262, 1.502643], [3.121885, 2.595465, -4.625237], [-2.668729, -8.448285, 3.114719], [6.272351, 1.067335, -12.153034], [0.649338, 2.316896, -0.554110], [6.703249, -0.738960, -12.919016], [2.822647, 7.511854, 8.127015], [5.016649, 0.455867, 3.919013], [-6.604479, -6.123716, 3.928839], [4.483174, 1.741794, 2.472169], [-8.448296, -3.483818, 4.332752], [3.623833, 0.990058, -7.432776], [-1.897938, 0.809157, -2.403516], [-4.858060, -2.032298, -1.191420], [3.825876, 2.189322, -2.414904], [4.981715, 3.205153, -3.341552], [-0.332903, 6.487943, 5.285268], [-6.421762, -7.033962, 3.362727], [1.709940, 4.661872, 5.904949], [3.493651, 0.444229, -6.031285], [-3.202665, -0.828520, 2.132168], [-1.906981, -7.652218, 8.413715], [-4.652760, 0.918421, 0.771835], [-7.418370, -5.315171, 3.030736], [1.925614, 5.903646, 5.220804], [4.527114, 6.965473, 6.912422], [2.921271, 4.323859, 0.768049], [3.728315, 1.669579, 0.125219], [-2.865206, -9.590346, 8.507762], [-3.939870, 0.635265, -1.239402], [-4.092108, -2.385942, 2.234565], [-7.405013, -5.522916, 5.844013], [4.302222, -0.754042, 1.185958], [-9.050892, -3.776875, 1.571747], [-3.120911, -8.691597, 5.368106], [-3.327586, -10.106218, 5.327844], [-4.152577, -1.340136, 1.936344], [-1.695597, 1.614812, 2.129351], [4.633827, 4.132983, 1.246929], [-0.263822, 2.596925, 2.572492], [3.376417, 2.158968, 1.427185], [-1.952961, -10.183679, 8.450898], [-0.439945, 1.216587, -2.062718], [3.352091, 4.243596, 2.500216], [-1.923242, 3.313965, -1.671263], [0.096503, 1.725060, -2.866443], [-1.358566, 2.585749, 2.483703], [4.877648, -0.859380, -14.566889], [0.171532, 5.835023, 3.701675], [3.382902, 0.195947, 3.308130], [-1.937848, -7.130676, 4.081141], [-4.597509, 1.692195, -4.370279], [4.472063, 2.751843, -12.316529], [6.328306, 2.960603, -10.493114], [3.094330, 6.788968, 7.361051], [-2.654571, -8.232703, 7.878146], [-4.818894, 0.178470, -0.023839], [5.722744, 3.674727, -9.938635], [5.701695, 0.700005, -14.745377], [2.087100, 1.808296, 1.953394], [-2.228688, 3.285293, 0.335858], [4.138793, 0.617849, -13.929424], [-3.132455, -9.456529, 9.556557], [-2.112624, -8.321198, 6.530754]],
  "atomic_forces_ev_per_a": [[0.09, 0.19, 0.12], [0.00, 0.00, -0.01], [-0.01, 0.04, -0.08], [-0.06, -0.02, 0.07], [-0.05, -0.06, 0.15], [0.01, 0.02, -0.03], [-0.01, 0.12, -0.06], [-0.14, 0.33, -0.06], [0.01, 0.06, -0.06], [0.01, 0.08, 0.01], [0.00, -0.01, 0.00], [0.00, -0.01, 0.00], [0.05, 0.02, 0.03], [0.28, 0.76, 0.24], [-0.01, -0.01, 0.00], [0.00, 0.00, 0.00], [0.01, 0.02, 0.00], [0.01, -0.02, 0.02], [0.00, 0.00, 0.00], [0.09, -0.02, 0.00], [-0.01, 0.01, 0.00], [0.05, 0.02, -0.07], [0.00, -0.01, 0.00], [0.07, 0.05, -0.11], [-0.01, 0.38, 0.29], [0.00, 0.00, 0.00], [-0.07, -0.06, 0.11], [-0.06, 0.08, 0.05], [-0.01, 0.05, 0.03], [-0.05, 0.08, 0.02], [-0.01, -0.01, -0.03], [0.04, 0.03, -0.01], [0.01, -0.01, 0.00], [-0.10, 0.04, -0.01], [-0.01, 0.00, -0.03], [0.08, -0.05, -0.05], [0.01, -0.14, 0.03], [0.01, -0.02, 0.02], [-0.02, 0.04, 0.01], [0.32, -0.07, 0.06], [0.02, -0.04, -0.01], [0.08, 0.03, -0.05], [0.15, 0.06, -0.11], [-0.57, -0.33, -0.14], [-0.01, 0.03, 0.01], [-0.01, 0.01, 0.00], [-0.10, -0.03, 0.00], [-0.01, -0.01, 0.01], [0.00, -0.04, -0.02], [0.04, 0.05, -0.04], [-0.01, -0.01, -0.03], [0.01, 0.00, 0.00], [-0.07, -0.08, -0.08], [-0.14, -0.01, -0.09], [0.02, -0.01, -0.02], [-0.12, 0.11, 0.01], [-0.01, 0.02, -0.05], [0.01, 0.01, 0.03], [-0.01, 0.01, 0.11], [-0.21, -0.67, -0.09], [-0.08, -0.04, 0.03], [0.00, 0.00, 0.00], [-0.01, 0.02, -0.05], [-0.12, -0.02, 0.04], [0.02, 0.03, -0.02], [0.00, 0.03, -0.03], [0.03, 0.02, -0.02], [0.22, -0.16, 0.01], [0.09, -0.04, -0.04], [-0.03, 0.00, -0.04], [0.03, 0.11, 0.07], [-0.54, -0.17, -0.22], [0.01, 0.02, 0.00], [-0.02, 0.02, 0.01], [0.00, 0.01, 0.00], [0.01, 0.01, 0.00], [-0.05, 0.01, -0.03], [-0.08, 0.05, -0.08], [-0.08, -0.18, 0.00], [-0.07, -0.05, -0.08], [0.03, -0.03, -0.01], [-0.05, -0.05, -0.07], [-0.08, -0.03, 0.07], [0.31, -0.15, 0.15], [-0.03, 0.01, -0.07], [0.01, -0.01, 0.00], [0.01, 0.09, -0.05], [0.02, -0.03, -0.07], [0.38, 0.04, -0.13], [0.07, 0.13, -0.05], [0.01, 0.00, -0.01], [-0.01, 0.00, 0.01], [0.00, 0.01, 0.00], [-0.08, 0.00, 0.06], [0.05, 0.00, -0.03], [-0.05, -0.04, 0.07], [0.01, 0.07, 0.00], [0.00, -0.03, -0.01], [-0.21, -0.25, 0.20], [-0.14, -0.06, 0.04], [0.00, 0.01, 0.03], [0.52, -0.32, 0.01], [0.03, 0.02, 0.00], [0.06, -0.02, 0.12], [-0.26, -0.02, -0.01], [0.05, 0.17, 0.08], [0.00, 0.00, -0.01], [-0.01, -0.05, -0.07], [-0.01, 0.02, -0.03], [0.00, 0.00, 0.00], [0.07, 0.16, 0.03], [0.04, 0.02, 0.00], [0.01, 0.02, 0.02], [-0.01, -0.04, 0.16], [-0.03, 0.11, 0.10], [0.05, 0.03, 0.10], [0.00, 0.00, 0.00], [0.01, -0.03, -0.02], [-0.02, 0.04, -0.06], [0.25, -0.38, -0.23], [0.00, 0.00, 0.01], [0.00, 0.00, 0.01], [0.02, -0.07, 0.02]]
}



{
  "formula": "C4H14N3O",
  "method": "ωB97M-V with the def2-TZVPD basis set",
  "charge": 1,
  "e_above_lowest_kcal_mol": 59.6,
  "symbols": ["H", "N", "C", "H", "H", "O", "H", "N", "H", "H", "H", "H", "C", "H", "H", "N", "H", "H", "C", "H", "H", "C"],
  "coordinates": [[-0.892679, 0.484369, 2.190495], [-0.075818, 1.258663, -0.228196], [1.750250, 0.203243, 0.933833], [2.004204, -0.369295, 1.824661], [-0.072989, -1.023625, 2.317367], [-0.564085, 0.593833, -2.937652], [3.539045, 1.053842, 0.603022], [-1.560852, -1.655621, -0.169903], [0.318612, 0.718811, -3.291704], [0.734257, 1.807558, -0.558214], [3.014398, 0.037285, -0.519069], [-2.306571, -2.132110, -0.646105], [-1.865312, -1.103458, 1.194641], [-2.595747, -0.335933, 0.854673], [-1.224946, 0.250106, -3.545910], [2.703084, 0.809208, 0.063253], [-0.711626, 1.911881, 0.288476], [-2.282216, -1.782401, 1.917266], [-0.534185, -0.378083, 1.550732], [-0.516550, 0.839427, -1.098443], [-0.834816, -2.347751, -0.031924], [0.449443, 0.194944, 0.637135]],
  "atomic_forces_ev_per_a": [[0.39, -0.54, -0.36], [0.02, -0.14, -1.15], [-0.68, -0.56, -0.54], [0.50, -0.04, -0.28], [0.46, 0.27, -0.55], [-0.16, 0.33, 1.27], [-0.32, 0.19, -0.27], [0.76, -0.53, 0.79], [-0.32, -0.28, -0.82], [-0.09, -0.11, 0.07], [0.14, 0.22, -0.45], [-0.56, -0.09, 0.18], [0.44, 1.84, -4.39], [-0.01, -0.34, 1.23], [0.57, 0.01, -0.35], [0.23, -0.29, 0.89], [0.41, -0.90, -0.55], [0.18, -0.13, 0.48], [-2.23, -0.04, 3.92], [-0.09, 0.51, 0.49], [0.13, -0.23, -0.37], [0.23, 0.86, 0.75]]
}



{
  "formula": "C6H7FO",
  "method": "ωB97M-V with the def2-TZVPD basis set",
  "e_above_lowest_kcal_mol": 114.1,
  "symbols": ["H", "H", "H", "C", "C", "H", "O", "C", "C", "C", "F", "H", "C", "H", "H"],
  "coordinates": [[1.819153, -2.260404, 0.256356], [2.180453, -0.739064, 1.062669], [-1.005238, 0.105826, -4.440170], [-0.252687, 0.383335, 0.121924], [-1.083058, 0.890698, -0.768100], [-1.063423, 1.307419, 1.963248], [0.625124, -0.572938, -0.423700], [-1.185636, 0.099638, -3.348944], [-1.319340, 0.373922, -2.114735], [1.476277, -1.376918, 0.689862], [1.051684, 1.448790, 1.943964], [-0.312547, -0.364948, 2.066696], [-0.203763, 0.680731, 1.691114], [-1.862192, 1.646460, -0.405149], [1.135194, -1.622547, 1.704966]],
  "atomic_forces_ev_per_a": [[0.57, -0.99, -1.13], [2.65, 1.94, -0.34], [-0.47, -0.34, 1.41], [1.92, -1.26, 0.95], [-3.58, 1.13, -0.24], [0.56, -0.12, 0.07], [0.83, -1.21, 4.39], [-0.45, 1.60, 4.51], [1.93, -0.44, -4.94], [-2.65, 1.32, -0.95], [-2.40, -2.08, 0.11], [0.82, 1.26, 0.80], [0.75, 0.51, -3.38], [1.34, -1.02, -0.56], [-1.81, -0.31, -0.69]]
}



The LUMO level results, record by record, are as follows: -0.132, 0.017, -0.115, 0.026 Ha.
The F_max results, record by record, are as follows: 4.70, 0.84, 4.78, 5.32 eV/A.
The gap between HOMO and LUMO results, record by record, are as follows: 9.08, 10.07, 9.99, 9.28 eV.